# 1
Computed, not measured: a 5-piece molecular cluster, H9O4S overall, with ωB97M-V with the def2-TZVPD basis set.

The geometry in XYZ format:
```
14
Properties=species:S:1:pos:R:3:nbo_charge:R:1
S 0.277 -0.170 1.153 -1.04
H 0.913 -0.477 2.277 0.11
H -0.795 1.448 -1.324 0.49
H -1.878 1.419 -0.237 0.48
O -1.727 1.675 -1.143 -0.98
H 2.237 -1.320 -1.513 0.45
H 1.895 -1.243 -0.020 0.50
O 2.620 -1.470 -0.647 -1.00
H -2.500 -1.233 0.648 0.47
H -1.631 -1.705 1.802 0.50
O -2.555 -1.561 1.543 -0.98
H 0.588 2.015 -0.489 0.48
H 1.495 0.946 -0.789 0.50
O 1.061 1.677 -1.263 -0.97
```

Results
Energy above the lowest of the compared OMol25 structures with the same formula, charge and spin (eV): 0.604
HOMO (eV): -4.20
LUMO (hartree): 0.1469
Total charge: -1
DFT total energy (eV): -19173.506

# 2
Computed, not measured: C3H2FNS in the gas phase in a non-equilibrium geometry, with ωB97M-V with the def2-TZVPD basis set.

The geometry in XYZ format:
```
8
Properties=species:S:1:pos:R:3:nbo_charge:R:1
N 2.000 -1.570 0.102 -0.25
C 1.240 -0.729 -0.151 0.23
C 0.252 0.339 -0.328 0.04
F 0.780 1.530 0.021 -0.31
C -0.949 0.063 0.437 -0.30
S -2.366 -0.492 -0.107 0.15
H -0.048 0.452 -1.416 0.23
H -0.909 0.407 1.442 0.21
```

Results
Energy above the lowest of the compared OMol25 structures with the same formula, charge and spin (eV): 0.226
HOMO (eV): -9.81
SMILES: N#C[C@H](F)C=S
LUMO (hartree): -0.0494
DFT total energy (eV): -18184.320

# 3
Computed, not measured: C5H8O2 in the gas phase in a non-equilibrium geometry, with ωB97M-V with the def2-TZVPD basis set.

The geometry in XYZ format:
```
15
Properties=species:S:1:pos:R:3:nbo_charge:R:1
C 1.676 -0.536 0.204 -0.62
C 0.441 0.190 0.693 -0.26
C -0.997 -0.437 0.476 0.10
O -1.087 -1.620 -0.259 -0.70
C -1.406 0.824 -0.298 0.02
O -0.684 0.645 -1.464 -0.53
C -0.048 1.359 -0.208 -0.01
H 2.562 0.091 0.358 0.21
H 1.590 -0.736 -0.867 0.21
H 1.834 -1.485 0.723 0.22
H 0.535 0.404 1.773 0.22
H -1.555 -0.589 1.395 0.18
H -0.764 -1.426 -1.155 0.48
H -2.356 1.339 -0.328 0.20
H 0.260 1.977 -1.043 0.27
```

Results
Energy above the lowest of the compared OMol25 structures with the same formula, charge and spin (eV): 3.622
HOMO (eV): -9.72
SMILES: C[C@@H]1[C@H](O)[C@@H]2O[C@H]12
LUMO (hartree): 0.0381
DFT total energy (eV): -9406.210

# 4
Computed, not measured: a 3-piece molecular cluster, C26H31F16O5S overall in a non-equilibrium geometry, with ωB97M-V with the def2-TZVPD basis set.

The geometry in XYZ format:
```
79
Properties=species:S:1:pos:R:3:lowdin_charge:R:1
C -1.220 -2.920 0.309 0.03
C -2.219 -2.993 -0.807 -0.55
O -1.909 -3.277 -1.917 0.15
O -3.511 -2.740 -0.464 -0.05
C -3.975 -1.436 -0.879 -0.15
C -3.689 -0.390 0.175 -0.15
C -4.055 1.034 -0.297 -0.18
C -2.887 2.017 -0.246 -0.19
C -1.991 1.947 -1.486 -0.22
C -0.834 0.946 -1.329 -0.36
S 0.664 1.600 -2.098 1.19
C 2.076 0.917 -1.211 -0.25
C 2.892 1.896 -0.344 -0.40
O 4.074 1.850 -0.444 0.16
C 2.202 2.757 0.650 -0.18
C 1.555 3.949 0.318 -0.06
C 0.925 4.722 1.296 -0.05
C 0.947 4.301 2.630 -0.05
C 1.600 3.120 2.965 -0.05
C 2.230 2.345 1.989 -0.01
H -0.681 -1.980 0.204 0.07
H -0.499 -3.718 0.192 0.10
H -1.698 -2.965 1.279 0.09
H -5.043 -1.542 -1.022 0.13
H -3.499 -1.186 -1.824 0.12
H -4.227 -0.655 1.079 0.12
H -2.634 -0.406 0.443 0.09
H -4.853 1.394 0.342 0.12
H -4.476 1.008 -1.300 0.11
H -2.321 1.821 0.664 0.11
H -3.291 3.019 -0.144 0.12
H -1.615 2.950 -1.692 0.10
H -2.593 1.671 -2.343 0.12
H -0.650 0.715 -0.287 0.09
H -1.049 0.051 -1.903 0.09
H 0.581 2.889 -1.738 0.00
H 1.684 0.154 -0.544 0.11
H 2.726 0.463 -1.948 0.10
H 1.578 4.333 -0.695 0.11
H 0.440 5.636 1.000 0.11
H 0.472 4.916 3.375 0.11
H 1.629 2.801 3.995 0.11
H 2.730 1.441 2.298 0.12
C 8.314 3.566 -0.983 -0.04
C 7.320 4.364 -1.842 -0.44
C 6.398 3.582 -2.779 -0.31
F 7.087 2.895 -3.708 0.10
F 5.585 4.457 -3.425 0.09
F 7.969 5.324 -2.530 0.14
F 6.477 4.986 -0.964 0.10
O 9.649 3.469 -1.434 0.05
C 10.056 2.476 -2.289 -0.54
C 10.546 3.039 -3.626 -0.28
F 9.574 3.757 -4.222 0.10
F 10.874 2.008 -4.434 0.10
F 9.105 1.537 -2.463 0.15
F 11.116 1.869 -1.718 0.15
H 8.394 4.139 -0.061 0.15
H 7.910 2.592 -0.705 0.15
H 5.776 2.889 -2.204 0.15
H 11.419 3.675 -3.468 0.18
C -7.673 -6.274 1.676 -0.03
C -7.118 -7.298 2.679 -0.44
C -7.236 -6.974 4.170 -0.30
F -6.555 -5.852 4.483 0.09
F -6.706 -7.997 4.876 0.10
F -5.839 -7.597 2.368 0.14
F -7.859 -8.428 2.502 0.11
O -6.751 -5.387 1.063 0.06
C -6.397 -4.197 1.628 -0.54
C -4.906 -4.152 1.962 -0.28
F -4.564 -5.134 2.818 0.11
F -4.624 -2.961 2.557 0.08
F -7.157 -3.882 2.692 0.16
F -6.598 -3.230 0.696 0.14
H -8.040 -6.874 0.847 0.15
H -8.537 -5.744 2.078 0.15
H -8.284 -6.854 4.457 0.17
H -4.313 -4.245 1.056 0.15
```

Results
HOMO (eV): -13.10
LUMO (hartree): -0.1224
Total charge: +1
DFT total energy (eV): -92009.487

# 5
Computed, not measured: a 2-piece molecular cluster, CH5NOSi overall in a non-equilibrium geometry, with ωB97M-V with the def2-TZVPD basis set.

The geometry in XYZ format:
```
9
Properties=species:S:1:pos:R:3:nbo_charge:R:1
C 0.627 -1.137 -0.309 -0.91
Si 0.891 0.609 -0.148 0.93
H 0.139 -1.577 -1.162 0.23
H 0.806 -1.813 0.512 0.23
H 0.725 1.573 -1.225 -0.14
H 1.519 1.204 1.026 -0.15
N -1.416 0.009 0.612 -0.09
O -2.196 0.194 -0.329 -0.35
H -1.095 0.937 1.024 0.26
```

Results
Energy above the lowest of the compared OMol25 structures with the same formula, charge and spin (eV): 4.854
HOMO (spin up / spin down) (eV): -8.40 / -8.40
SMILES: C=[SiH2].N=O
LUMO (spin up / spin down) (hartree): -0.0108 / -0.0108
DFT total energy (eV): -12527.678

# 6
Computed, not measured: C13H29AsFS as an isolated structure in a non-equilibrium geometry, with ωB97M-V with the def2-TZVPD basis set.

The geometry in XYZ format:
```
45
Properties=species:S:1:pos:R:3:nbo_charge:R:1
C 3.931 -0.373 0.304 -0.62
C 3.180 -0.421 -1.037 -0.40
C 2.300 -1.661 -1.274 -0.73
As 1.267 -2.360 0.334 1.27
F 1.238 -4.050 -0.515 -0.72
S 0.311 -3.457 2.213 -0.58
C -0.542 -2.018 -0.471 -0.71
C -1.546 -1.305 0.447 -0.43
C -2.788 -0.774 -0.301 -0.21
C -3.991 -0.972 0.650 -0.59
C -2.773 0.737 -0.606 -0.39
C -1.467 1.354 -1.163 -0.44
C -1.242 2.628 -0.308 -0.23
C -0.007 2.932 0.213 0.05
C 1.120 3.302 -0.703 -0.65
C 0.201 2.852 1.702 -0.65
H 3.300 -0.001 1.104 0.21
H 4.790 0.291 0.194 0.19
H 4.299 -1.347 0.613 0.21
H 2.561 0.465 -1.116 0.18
H 3.946 -0.393 -1.815 0.18
H 2.977 -2.469 -1.557 0.20
H 1.657 -1.495 -2.139 0.19
H 2.615 -2.810 0.947 -0.12
H 1.297 -0.995 1.090 -0.20
H -0.483 -2.537 2.793 0.10
H -0.949 -2.989 -0.743 0.23
H -0.454 -1.470 -1.408 0.19
H -1.916 -2.087 1.105 0.22
H -1.089 -0.552 1.096 0.20
H -2.981 -1.400 -1.171 0.19
H -4.871 -0.529 0.177 0.19
H -3.814 -0.380 1.547 0.19
H -4.145 -2.016 0.896 0.21
H -3.537 0.913 -1.363 0.20
H -3.020 1.272 0.309 0.20
H -1.630 1.676 -2.196 0.19
H -0.591 0.732 -1.068 0.22
H -2.106 3.254 -0.111 0.18
H 0.982 2.746 -1.632 0.23
H 2.070 2.955 -0.295 0.20
H 1.135 4.373 -0.871 0.21
H -0.764 2.672 2.166 0.22
H 0.830 1.972 1.851 0.24
H 0.698 3.737 2.111 0.19
```

Results
Energy above the lowest of the compared OMol25 structures with the same formula, charge and spin (eV): 0.579
HOMO (eV): -3.91
LUMO (hartree): 0.1087
Total charge: -1
DFT total energy (eV): -88339.676